Entry 1:
# C2H3LiORu

A structure of composition C2H3LiORu (ωB97M-V/def2-TZVPD, the Open Molecules 2025 dataset).

Geometry as ORCA input:
```
! RIJCOSX wB97M-V def2-TZVPD def2/J DEFGRID3
* xyz 1 6
C -1.32 -0.46 0.56
C -0.30 0.43 0.70
O 0.99 -0.04 0.82
Li 0.64 -1.22 -0.44
H -2.35 -0.11 0.42
H -1.19 -1.55 0.65
Ru 1.15 1.91 0.85
H 1.15 -1.69 -2.07
*
```

Values from the calculation:
expectation value of S²: 8.76
gap between HOMO and LUMO (alpha / beta): 6.92 / 7.71 eV
relative energy (zero: lowest compared OMol25 entry of this formula, charge and spin): 0.0 kcal/mol
F_max: 0.0379 hartree/bohr
E_LUMO (alpha / beta): -5.3 / -5.7 eV

***

Entry 2:
# C2H3LiOSn

A structure of composition C2H3LiOSn (ωB97M-V/def2-TZVPD, the Open Molecules 2025 dataset).

Geometry as ORCA input:
```
! RIJCOSX wB97M-V def2-TZVPD def2/J DEFGRID3
* xyz 0 1
C -1.19 -0.14 0.38
C -0.14 0.72 0.47
O 1.13 0.22 0.66
Li 0.75 -0.99 -0.52
H -2.20 0.23 0.19
H -1.09 -1.22 0.55
Sn 1.34 2.12 0.43
H 1.40 -0.94 -2.17
*
```

Values from the calculation:
gap between HOMO and LUMO: 5.11 eV
relative energy (zero: lowest compared OMol25 entry of this formula, charge and spin): 1.7 kcal/mol
F_max: 0.0737 hartree/bohr
E_LUMO: -1.6 eV

***

Entry 3:
# C2H3N

The molecule C2H3N (ωB97M-V/def2-TZVPD, the Open Molecules 2025 dataset).

Geometry as ORCA input:
```
! RIJCOSX wB97M-V def2-TZVPD def2/J DEFGRID3
* xyz 0 1
C 0.58 -0.02 -0.01
C -0.99 -0.12 0.00
N -2.13 0.02 -0.02
H 0.93 0.44 0.96
H 0.70 0.65 -0.82
H 0.92 -0.97 -0.11
*
```

Values from the calculation:
SMILES: CC#N
gap between HOMO and LUMO: 12.67 eV
relative energy (zero: lowest compared OMol25 entry of this formula, charge and spin): 10.7 kcal/mol
F_max: 0.1062 hartree/bohr
E_LUMO: 0.8 eV

***

Entry 4:
# C2H3N2O2

A cluster of 2 separate species, C2H3N2O2 in total (ωB97M-V/def2-TZVPD, the Open Molecules 2025 dataset).

Geometry as ORCA input:
```
! RIJCOSX wB97M-V def2-TZVPD def2/J DEFGRID3
* xyz -1 1
C 1.89 -0.43 -0.64
C -1.46 1.21 0.49
N 2.90 -0.57 -1.26
N 0.85 -0.29 0.11
O -0.06 -1.39 -0.11
O -1.82 1.86 1.46
H -1.60 0.20 0.47
H 0.52 -2.27 0.01
H -1.22 1.68 -0.52
*
```

Values from the calculation:
gap between HOMO and LUMO: 7.08 eV
relative energy (zero: lowest compared OMol25 entry of this formula, charge and spin): 52.0 kcal/mol
F_max: 0.0729 hartree/bohr
E_LUMO: 4.0 eV